The following is a quantum chemistry calculation of 2 unconnected molecules or ions with the total composition C4H12NO2, from the Open Molecules 2025 dataset.

```
19
Properties=species:S:1:pos:R:3
C 0.35 -1.66 -0.93
C -1.38 -0.25 1.67
C 0.91 0.70 1.74
C 0.20 -0.48 -0.30
N 0.03 -0.40 1.17
O 0.23 0.69 -0.80
O 0.07 0.99 -3.53
H 0.23 -2.64 -0.50
H 0.52 -1.63 -1.99
H 0.94 1.03 -3.74
H -1.70 -1.04 2.30
H -1.47 0.65 2.29
H -2.17 -0.25 0.87
H 1.98 0.71 1.49
H 0.50 1.70 1.39
H 0.60 0.74 2.85
H 0.41 -1.21 1.67
H 0.19 0.68 -1.88
H -0.47 1.66 -3.76
```

Properties
Energy relative to the best compared isomer or geometry (same formula, charge and spin)   2.6794 eV
Charge   +1
Orbital gap   0.382 Eh
Calculated total energy   -9919.5505 eV
LUMO energy   -0.1051 Eh
Spin multiplicity   1
Strongest force on any atom   6.3 eV/Å

For each atom in turn, the natural (NBO) charge in e is: number 1, C, carries -0.520; number 2, C, carries -0.437; number 3, C, carries -0.440; number 4, C, carries 0.464; number 5, N, carries -0.387; number 6, O, carries -0.699; number 7, O, carries -0.921; number 8, H, carries 0.235; number 9, H, carries 0.234; number 10, H, carries 0.495; number 11, H, carries 0.241; number 12, H, carries 0.235; number 13, H, carries 0.259; number 14, H, carries 0.263; number 15, H, carries 0.251; number 16, H, carries 0.236; number 17, H, carries 0.450; number 18, H, carries 0.542; number 19, H, carries 0.499

The following is a quantum chemistry calculation of 3 unconnected molecules or ions with the total composition C4H12NO2, from the Open Molecules 2025 dataset.

```
19
Properties=species:S:1:pos:R:3
C 1.44 0.85 1.86
C 0.35 0.13 1.18
C -0.12 -1.02 1.59
C 0.56 1.23 -0.89
N -0.27 0.84 0.05
H 2.38 1.01 1.35
H 1.05 1.90 2.04
H 1.66 0.43 2.84
H -1.07 -1.46 1.23
H 0.23 -1.72 2.33
H 0.26 1.64 -1.87
H 1.61 1.02 -0.85
H -1.28 0.89 -0.03
H -3.49 0.60 -1.82
H -2.93 -0.82 -1.93
O -2.66 0.10 -1.88
H 0.94 -2.27 -1.18
H 0.68 -1.95 -2.47
O 0.67 -1.42 -1.55
```

Properties
Energy relative to the best compared isomer or geometry (same formula, charge and spin)   2.9358 eV
Charge   +1
Orbital gap   0.347 Eh
Calculated total energy   -9919.2941 eV
LUMO energy   -0.1731 Eh
Spin multiplicity   1
Strongest force on any atom   5.0 eV/Å

For each atom in turn, the natural (NBO) charge in e is: number 1, C, carries -0.667; number 2, C, carries 0.112; number 3, C, carries -0.343; number 4, C, carries 0.166; number 5, N, carries -0.414; number 6, H, carries 0.235; number 7, H, carries 0.235; number 8, H, carries 0.262; number 9, H, carries 0.217; number 10, H, carries 0.245; number 11, H, carries 0.241; number 12, H, carries 0.228; number 13, H, carries 0.469; number 14, H, carries 0.486; number 15, H, carries 0.488; number 16, O, carries -0.968; number 17, H, carries 0.479; number 18, H, carries 0.487; number 19, O, carries -0.956

The following is a quantum chemistry calculation of 2 unconnected molecules or ions with the total composition C4H12NO2, from the Open Molecules 2025 dataset.

```
19
Properties=species:S:1:pos:R:3
O 3.11 0.71 0.47
C 2.67 -0.28 -0.08
C 1.16 -0.45 -0.36
N 0.18 0.56 0.12
C -0.94 0.92 -0.83
C -1.57 -0.26 -1.52
H 3.34 -1.18 -0.08
H 0.93 -1.36 0.23
H 1.01 -0.65 -1.49
H -0.24 0.22 0.93
H 0.66 1.36 0.54
H -1.65 1.48 -0.16
H -0.42 1.55 -1.51
H -1.12 -0.62 -2.38
H -1.72 -1.06 -0.83
H -2.64 -0.08 -1.89
H -1.29 -0.80 2.48
H -0.95 0.24 3.55
O -0.53 -0.28 2.83
```

Properties
Energy relative to the best compared isomer or geometry (same formula, charge and spin)   1.8941 eV
Charge   +2
Orbital gap (spin up / spin down)   0.319 / 0.190 Eh
Calculated total energy   -9905.5412 eV
LUMO energy (spin up / spin down)   -0.4039 / -0.5326 Eh
Spin multiplicity   2
Strongest force on any atom   3.3 eV/Å

For each atom in turn, the natural (NBO) charge in e is: number 1, O, carries 0.047; number 2, C, carries 0.436; number 3, C, carries -0.319; number 4, N, carries -0.509; number 5, C, carries -0.210; number 6, C, carries -0.686; number 7, H, carries 0.352; number 8, H, carries 0.317; number 9, H, carries 0.341; number 10, H, carries 0.468; number 11, H, carries 0.453; number 12, H, carries 0.265; number 13, H, carries 0.233; number 14, H, carries 0.243; number 15, H, carries 0.226; number 16, H, carries 0.314; number 17, H, carries 0.486; number 18, H, carries 0.521; number 19, O, carries -0.979

The following is a quantum chemistry calculation of 2 unconnected molecules or ions with the total composition C4H12NO2S, from the Open Molecules 2025 dataset.

```
20
Properties=species:S:1:pos:R:3
O -1.56 -1.29 1.42
C -0.45 -0.99 1.07
C -0.29 -0.12 -0.16
C 0.85 0.88 -0.29
C 2.14 0.48 0.39
S 2.88 -1.10 -0.20
N -1.64 0.39 -0.53
H 0.44 -1.50 1.51
H -0.09 -0.88 -0.95
H 1.02 1.09 -1.34
H 0.67 1.94 -0.01
H 2.10 0.12 1.41
H 2.78 1.37 0.30
H 2.80 -0.91 -1.53
H -1.86 0.44 -1.53
H -1.77 1.35 -0.21
H -2.48 -0.18 -0.29
H -4.43 2.62 -0.38
H -4.21 1.70 -1.55
O -3.76 2.02 -0.75
```

Properties
Energy relative to the best compared isomer or geometry (same formula, charge and spin)   1.6229 eV
Charge   +1
Orbital gap   0.333 Eh
Calculated total energy   -20755.5205 eV
LUMO energy   -0.1340 Eh
Spin multiplicity   1
Strongest force on any atom   1.9 eV/Å

For each atom in turn, the natural (NBO) charge in e is: number 1, O, carries -0.497; number 2, C, carries 0.417; number 3, C, carries -0.167; number 4, C, carries -0.448; number 5, C, carries -0.508; number 6, S, carries -0.021; number 7, N, carries -0.676; number 8, H, carries 0.179; number 9, H, carries 0.257; number 10, H, carries 0.234; number 11, H, carries 0.242; number 12, H, carries 0.232; number 13, H, carries 0.244; number 14, H, carries 0.122; number 15, H, carries 0.439; number 16, H, carries 0.466; number 17, H, carries 0.478; number 18, H, carries 0.505; number 19, H, carries 0.485; number 20, O, carries -0.983

The following is a quantum chemistry calculation of 2 unconnected molecules or ions with the total composition C4H12NO3, from the Open Molecules 2025 dataset.

```
20
Properties=species:S:1:pos:R:3
C -0.14 -0.55 0.01
C 1.38 -0.37 0.09
C 1.80 1.07 0.46
O 1.25 1.55 1.65
N -0.61 -0.07 -1.32
C -1.96 -0.43 -1.65
O -2.00 -1.41 -2.67
H -0.31 -1.62 0.08
H -0.62 0.05 0.77
H 1.77 -1.05 0.85
H 1.91 -0.61 -0.84
H 2.90 1.10 0.58
H 1.48 1.76 -0.35
H -0.51 0.92 -1.44
H -2.60 0.39 -2.01
H -2.46 -0.81 -0.75
H -1.08 -1.65 -2.84
H -0.62 0.80 3.63
H 0.43 0.79 2.49
O -0.01 0.15 3.26
```

Properties
Energy relative to the best compared isomer or geometry (same formula, charge and spin)   0.9134 eV
Charge   -1
Orbital gap   0.260 Eh
Calculated total energy   -11975.0393 eV
LUMO energy   0.1335 Eh
Spin multiplicity   1
Strongest force on any atom   1.8 eV/Å

For each atom in turn, the natural (NBO) charge in e is: number 1, C, carries -0.231; number 2, C, carries -0.434; number 3, C, carries -0.030; number 4, O, carries -0.941; number 5, N, carries -0.671; number 6, C, carries 0.093; number 7, O, carries -0.759; number 8, H, carries 0.181; number 9, H, carries 0.221; number 10, H, carries 0.196; number 11, H, carries 0.181; number 12, H, carries 0.119; number 13, H, carries 0.094; number 14, H, carries 0.369; number 15, H, carries 0.143; number 16, H, carries 0.140; number 17, H, carries 0.473; number 18, H, carries 0.427; number 19, H, carries 0.497; number 20, O, carries -1.068

The following is a quantum chemistry calculation of 2 unconnected molecules or ions with the total composition C4H12NO3, from the Open Molecules 2025 dataset.

```
20
Properties=species:S:1:pos:R:3
C -0.11 1.44 0.89
N 0.07 0.89 -0.51
C -0.08 -0.62 -0.54
C 0.45 -1.64 0.49
O 0.07 -1.36 1.84
C -1.72 -0.88 -0.79
O -2.18 0.24 -1.33
H -0.04 0.75 1.71
H 0.82 2.01 1.10
H -0.94 2.17 0.94
H -0.96 0.91 -1.09
H 0.62 -0.84 -1.38
H -0.01 -2.55 0.13
H 1.51 -1.50 0.62
H -0.85 -1.13 2.02
H -1.96 -1.80 -1.36
H -2.22 -1.05 0.23
H 1.84 1.18 -1.15
H 3.00 2.09 -0.51
O 2.68 1.68 -1.31
```

Properties
Energy relative to the best compared isomer or geometry (same formula, charge and spin)   2.4652 eV
Charge   -1
Orbital gap   0.270 Eh
Calculated total energy   -11973.4874 eV
LUMO energy   0.1377 Eh
Spin multiplicity   1
Strongest force on any atom   3.7 eV/Å

For each atom in turn, the natural (NBO) charge in e is: number 1, C, carries -0.446; number 2, N, carries -0.751; number 3, C, carries -0.120; number 4, C, carries -0.087; number 5, O, carries -0.773; number 6, C, carries -0.043; number 7, O, carries -0.883; number 8, H, carries 0.198; number 9, H, carries 0.156; number 10, H, carries 0.179; number 11, H, carries 0.438; number 12, H, carries 0.173; number 13, H, carries 0.169; number 14, H, carries 0.181; number 15, H, carries 0.471; number 16, H, carries 0.112; number 17, H, carries 0.064; number 18, H, carries 0.515; number 19, H, carries 0.454; number 20, O, carries -1.006

The lowest calculated total energy belongs to which entry?
C4H12NO2S